Model w:
C6H13NO3 | ωB97M-V with the def2-TZVPD basis set

XYZ file:
```
23
C6H13NO3 ωB97M-V with the def2-TZVPD basis set
C 0.13 -0.22 -0.57
C -0.22 -0.52 0.76
C 0.34 -1.31 -1.58
C 0.15 1.20 -1.05
C -0.36 0.50 1.84
C -2.11 -0.69 -0.17
N 2.61 0.64 0.77
O 1.89 -0.54 0.53
O -2.84 0.45 -0.05
O -2.57 -1.74 -0.52
H -3.77 0.25 -0.26
H -0.20 -1.57 1.03
H 2.96 0.61 1.73
H 3.43 0.63 0.17
H 1.36 -1.22 -1.96
H 0.12 1.25 -2.14
H -0.36 -1.20 -2.41
H 0.21 -2.30 -1.15
H 1.07 1.66 -0.68
H -0.67 1.79 -0.66
H -0.35 0.02 2.82
H -1.28 1.08 1.75
H 0.47 1.21 1.81
```

Its HOMO energy (alpha / beta) is -7.17 / -7.17 eV. Its charge is 0. The calculation puts the LUMO energy (alpha / beta) at 0.013 / 0.013 Ha. Its gap between HOMO and LUMO (alpha / beta) is 7.5 / 7.5 eV.

=====

Model x:
C6H13NO3 | ωB97M-V with the def2-TZVPD basis set

XYZ file:
```
23
C6H13NO3 ωB97M-V with the def2-TZVPD basis set
C 1.67 0.93 0.76
C 0.76 1.20 -0.19
O 1.04 0.90 -1.48
C -0.59 1.79 0.13
C -1.67 1.55 -0.91
H 2.67 0.63 0.48
H 1.53 1.30 1.75
H 0.24 0.96 -2.01
H -0.45 2.87 0.26
H -0.92 1.40 1.09
H -2.62 1.95 -0.55
H -1.82 0.48 -1.07
H -1.45 2.04 -1.86
C 0.67 -2.25 -0.86
O -0.56 -1.68 -0.44
C -0.84 -1.54 0.88
N 0.24 -1.58 1.72
O -1.96 -1.27 1.22
H 0.46 -2.73 -1.82
H 1.43 -1.48 -1.01
H 1.05 -3.01 -0.17
H 1.12 -1.11 1.38
H 0.00 -1.36 2.68
```

Its HOMO energy is -8.94 eV. Its charge is 0. The calculation puts the LUMO energy at 0.029 Ha. Its SMILES is C=C(O)CC.COC(N)=O. Its gap between HOMO and LUMO is 9.7 eV.

=====

Which structure wins on stability? model x wins.